1.
43
Properties=species:S:1:pos:R:3:forces:R:3 method="wB97M-V/def2-TZVPD" gap_ev=9.97 smiles="CC[C@H](C)[C@H](N)C(=O)N[C@@H](CCCCN)C(=O)O" total_energy_ha=-862.20997 largest_force_ev_per_a=3.85 homo_ha=-0.34516 multiplicity=1 relative_energy_kcal_mol=42.3
C -1.322196 2.970459 -1.419875 1.347 -0.477 0.051
C -1.485344 2.668460 0.088663 -1.508 0.033 -1.292
C -0.540313 1.545293 0.476497 -0.653 -1.000 1.189
C -1.032817 0.942058 1.789465 2.174 0.111 1.842
C 0.979823 1.787940 0.546849 0.508 -1.098 -0.345
N 1.493244 3.057789 0.881362 -0.045 2.399 -0.541
C 1.659123 1.355372 -0.774546 -1.176 0.218 1.693
O 1.933363 2.218574 -1.556793 0.715 0.292 -1.463
N 1.758492 0.012232 -1.004925 2.288 0.095 -3.094
C 2.001266 -0.999333 -0.034106 -2.359 1.481 1.777
C 1.289967 -2.231840 -0.473496 0.631 -1.726 -2.264
C -0.172405 -2.014208 -0.740363 -1.312 -1.743 -0.210
C -1.067707 -2.298625 0.499241 -0.170 2.034 -1.233
C -2.550960 -2.018044 0.203749 -0.558 0.354 1.098
N -3.056110 -3.059602 -0.679564 -0.896 -0.333 0.123
C 3.443381 -1.258628 0.128882 1.310 -1.414 -1.828
O 4.217416 -1.506169 -0.798247 -1.314 0.894 1.310
O 3.757709 -1.435752 1.382521 2.177 -0.743 1.210
H -0.855396 2.064649 -1.939794 -0.532 1.386 0.572
H -2.242423 3.204467 -1.961604 0.171 0.290 0.286
H -0.599603 3.808050 -1.388987 -0.333 -0.383 -1.107
H -1.346668 3.621735 0.659858 -0.050 -0.936 -0.161
H -2.578527 2.360350 0.206984 1.473 0.108 0.468
H -0.638890 0.701587 -0.191478 -0.306 0.057 -0.811
H -0.197766 0.310410 2.283283 -1.306 0.925 -0.631
H -1.874993 0.292280 1.702598 -0.768 -0.174 -0.231
H -1.254866 1.768094 2.485183 -0.073 -0.430 0.056
H 1.357421 1.129847 1.318757 -0.081 -0.335 0.214
H 1.625696 3.605551 0.018838 0.303 -0.520 0.192
H 0.785521 3.615064 1.333354 -0.176 -0.010 0.686
H 2.399272 -0.196821 -1.831181 -1.332 0.686 0.960
H 1.442153 -0.639077 0.858235 1.159 -0.457 0.035
H 1.395004 -3.140704 0.169503 0.350 0.874 -0.351
H 1.789995 -2.425224 -1.481993 -0.554 -0.405 1.169
H -0.480419 -2.712668 -1.524015 0.189 -0.643 0.198
H -0.387979 -1.134887 -1.317652 0.001 1.171 0.566
H -0.994877 -3.310143 0.787174 0.293 -1.283 0.288
H -0.675221 -1.680523 1.296046 -0.230 0.156 0.466
H -2.678232 -0.975286 -0.161893 0.135 -0.397 -0.126
H -3.185056 -2.039521 1.152729 0.940 -0.187 -1.039
H -4.077738 -3.123449 -0.720121 0.629 0.230 0.132
H -2.721932 -3.024971 -1.627080 0.202 0.243 -0.141
H 4.689601 -1.814768 1.357928 -1.262 0.657 0.287


2.
27
Properties=species:S:1:pos:R:3:forces:R:3 method="wB97M-V/def2-TZVPD" gap_ev=9.87 total_energy_ha=-590.44184 largest_force_ev_per_a=2.33 homo_ha=-0.33747 multiplicity=1 relative_energy_kcal_mol=8.3
C -1.747800 1.476747 -0.398892 0.220 0.490 0.722
C -2.818135 0.463119 -0.107816 0.738 -0.155 -1.162
C -4.123422 0.628192 0.009808 -0.258 0.135 0.109
C -5.000389 -0.571665 0.034284 0.730 -0.339 0.649
O -4.703799 -1.723697 -0.137638 0.511 0.308 -0.348
O -6.247014 -0.311068 0.392498 -2.120 0.884 0.392
H -1.654863 1.689325 -1.484201 -0.157 -0.290 0.561
H -1.917363 2.433854 0.121827 -0.099 -0.233 -0.293
H -0.778818 1.091540 -0.044937 -0.331 0.161 -0.279
H -2.474204 -0.565306 -0.187480 -0.055 -0.065 0.056
H -4.623039 1.596085 0.122572 0.340 -0.151 -0.207
H -6.442955 0.633971 0.551920 0.440 -0.687 -0.201
H 0.313661 -1.246557 0.702177 -0.290 -0.137 -0.564
N 0.072732 -1.339856 -0.301016 0.932 -0.199 0.130
C 1.013531 -0.830740 -1.012260 -1.513 0.734 0.059
N 2.087657 -0.120622 -0.551664 0.475 -0.646 0.004
C 2.647440 -0.569085 0.719771 -0.305 0.001 0.389
C 4.060017 -0.010948 0.895230 -0.159 -0.016 0.361
N 4.777709 -0.081902 -0.373602 0.625 0.176 -0.084
H 0.863608 -0.781746 -2.097508 0.153 -0.148 0.201
H 2.789068 0.108439 -1.250486 0.007 -0.164 0.307
H 2.000404 -0.220132 1.544647 0.371 0.006 -0.182
H 2.618330 -1.678143 0.801464 0.185 0.428 -0.278
H 3.970505 1.026348 1.242131 0.193 -0.105 -0.364
H 4.578741 -0.559599 1.693364 -0.227 0.056 0.003
H 5.118467 -1.024096 -0.526404 -0.153 -0.110 -0.045
H 5.619930 0.487531 -0.357784 -0.254 0.065 0.063


3.
181
Properties=species:S:1:pos:R:3:forces:R:3 method="wB97M-V/def2-TZVPD" gap_ev=5.96 total_energy_ha=-5864.14364 largest_force_ev_per_a=7.90 homo_ha=-0.45193 multiplicity=1 charge=+4 relative_energy_kcal_mol=159.7
Na 1.855616 -2.790560 5.419483 0.267 0.423 0.014
C -1.763062 10.471146 5.275029 -0.111 0.404 -0.074
C -0.276494 10.749455 5.620805 -0.549 0.655 1.146
C 0.308385 9.913500 6.822898 0.046 0.346 -2.085
N 1.831818 10.132157 7.012339 -0.626 -0.010 -0.272
C 2.728436 9.603890 5.827774 0.314 0.451 2.274
C 2.881090 8.092657 5.738973 -1.030 0.358 -1.219
C 3.104763 7.365836 7.037307 0.101 0.084 -0.127
C 2.170507 7.777442 8.113161 -0.414 1.719 1.694
C 2.230191 9.356184 8.353276 -0.405 -0.374 -2.697
C 2.193099 11.691017 7.196933 -0.668 -2.302 0.047
H -2.068251 11.091053 4.432016 0.364 -0.025 -0.263
H -2.476374 10.814522 6.024288 0.313 -0.243 0.517
H -2.037863 9.451775 5.003978 0.406 -0.135 0.133
H -0.226650 11.773108 5.991966 -0.346 0.236 0.037
H 0.294223 10.871922 4.700275 0.392 -1.008 0.064
H 0.066452 8.860106 6.681758 0.718 -0.157 -0.201
H -0.261707 10.149246 7.721520 0.504 0.528 0.207
H 2.442936 10.198518 4.960024 0.043 -0.523 -0.096
H 3.714961 9.899768 6.184599 0.077 0.652 -0.253
H 1.997268 7.714958 5.224872 -0.046 -0.409 0.009
H 3.729825 7.907007 5.080734 -0.055 0.075 -0.175
H 2.986574 6.299830 6.842981 0.385 -0.014 0.147
H 4.074200 7.585211 7.484715 0.475 -0.284 -0.597
H 1.157815 7.379812 8.046455 -0.118 0.342 -0.256
H 2.568183 7.346000 9.031759 -0.176 0.081 0.269
H 1.523967 9.739233 9.089899 0.444 -0.118 0.194
H 3.253360 9.727326 8.412309 0.027 -0.374 0.960
H 1.640767 11.884305 8.116528 0.659 0.658 0.062
H 1.889490 12.364799 6.395719 -0.512 -0.624 -0.163
H 3.282340 11.729461 7.183714 -0.158 0.011 0.804
C -11.881924 4.217805 -4.356465 1.265 1.705 -0.117
C -10.957087 3.279487 -3.567434 -0.003 -0.188 0.904
C -10.201128 3.926493 -2.286360 -1.503 -2.012 -1.139
N -9.263816 2.938146 -1.526993 -0.708 0.392 2.185
C -7.978520 2.752876 -2.316619 -1.926 -0.774 -0.981
C -7.100483 1.545305 -2.022190 0.526 -0.355 0.788
C -7.941714 0.240444 -1.742578 0.110 1.214 0.721
C -9.074499 0.510181 -0.687418 0.575 -0.399 0.319
C -10.016051 1.571269 -1.151349 0.516 0.834 -1.712
C -8.920060 3.612379 -0.115182 -0.757 -1.215 -1.891
H -12.701377 4.718684 -3.840992 -0.059 -0.610 0.504
H -12.270217 3.848196 -5.305524 0.153 -0.544 0.292
H -11.250920 5.064178 -4.627717 0.008 0.262 -0.401
H -10.242007 2.798286 -4.234680 -0.060 0.086 -0.114
H -11.638715 2.517069 -3.190334 0.407 -0.355 0.240
H -11.080218 4.061410 -1.656199 0.546 0.658 0.591
H -9.643522 4.835757 -2.510929 -0.081 -0.108 0.135
H -8.424210 2.469205 -3.270028 0.258 0.368 -0.434
H -7.577125 3.759829 -2.430752 0.537 -0.305 0.239
H -6.440715 1.475449 -2.887015 -0.455 -0.433 -0.524
H -6.298204 1.687975 -1.298250 -0.566 0.228 0.861
H -8.356795 -0.102730 -2.690229 -0.302 -0.028 0.061
H -7.314457 -0.563691 -1.357850 0.156 0.177 -0.119
H -9.693065 -0.376185 -0.546563 -0.034 -0.218 -0.371
H -8.754519 0.671087 0.342052 0.739 0.273 -0.126
H -10.411588 1.110051 -2.056297 -0.159 0.822 -0.409
H -10.875735 1.801937 -0.522200 0.365 0.239 0.206
H -8.623112 4.646511 -0.289818 0.126 -0.236 0.029
H -8.146454 2.971039 0.307091 -0.032 0.396 0.150
H -9.853704 3.551429 0.444011 0.271 0.176 0.144
C 3.660054 5.925532 -3.029554 0.094 -1.638 -0.265
C 2.934887 4.632719 -3.617827 0.538 -0.318 -0.692
C 2.994799 4.477327 -5.217870 0.105 0.014 1.064
N 2.613879 3.039964 -5.865958 0.373 2.021 0.192
C 1.111327 2.831544 -5.545778 -0.683 -1.827 0.410
C 0.416733 1.693237 -6.385907 1.694 0.212 -1.080
C 0.805888 1.808873 -7.881207 0.464 1.343 -0.090
C 2.317506 2.015876 -8.217388 0.130 -0.680 1.719
C 2.958890 3.185275 -7.388845 -3.396 0.090 0.216
C 3.491331 1.965589 -5.323911 -1.177 -0.759 0.857
H 3.140068 6.856530 -3.255289 0.317 -0.116 -0.238
H 4.723577 5.892219 -3.266021 -0.087 0.494 -0.936
H 3.797013 5.855121 -1.950485 -0.914 -0.241 0.198
H 1.929889 4.560826 -3.201999 -0.239 0.257 -0.457
H 3.400425 3.717329 -3.252543 0.410 0.209 0.354
H 4.001723 4.694206 -5.574476 0.182 -0.363 0.204
H 2.393888 5.258700 -5.683124 -0.462 -0.501 -0.235
H 0.489734 3.721214 -5.444807 0.682 0.645 -1.237
H 1.055257 2.558422 -4.492042 0.601 -0.471 0.096
H -0.671072 1.640072 -6.341917 0.084 0.597 0.466
H 0.753255 0.703804 -6.076271 0.159 0.043 0.456
H 0.372264 2.720882 -8.291487 -0.626 -0.006 -0.018
H 0.415095 0.970339 -8.457611 0.078 0.018 0.079
H 2.374625 2.166042 -9.295486 0.437 0.197 0.189
H 2.816812 1.087849 -7.938915 0.364 -0.094 -0.427
H 2.283165 4.019773 -7.576254 0.500 0.500 -0.630
H 3.995022 3.493685 -7.528166 -0.085 -0.497 0.148
H 3.246283 1.007509 -5.782328 0.224 0.274 -0.669
H 3.169870 1.741402 -4.306807 0.507 0.539 0.311
H 4.549071 2.209906 -5.421839 -0.256 0.108 0.030
C -2.968390 -11.229294 0.703927 -0.717 -0.936 0.436
C -3.383989 -10.440352 -0.535798 2.253 1.805 0.321
C -4.639474 -10.806780 -1.228200 -1.350 -1.791 0.790
N -4.655729 -10.764831 -2.731603 -1.358 -1.830 -0.311
C -6.123445 -10.987583 -3.181511 -0.932 0.974 -1.294
C -7.083874 -9.775774 -2.895984 1.390 0.528 0.623
C -6.497913 -8.363476 -3.234303 0.257 -1.102 0.643
C -5.022475 -8.336905 -2.812884 1.267 1.338 0.407
C -4.091720 -9.493922 -3.234574 -1.755 0.622 -1.153
C -3.914894 -11.994203 -3.262951 0.751 -0.015 0.652
H -2.993082 -12.297900 0.490431 -0.218 -0.145 -0.152
H -3.642150 -11.081752 1.547953 -0.175 0.082 -0.079
H -1.968541 -11.112501 1.121971 0.075 0.760 -0.539
H -2.499684 -10.354160 -1.167208 -0.027 -0.901 -0.624
H -3.425377 -9.368202 -0.343732 -0.345 0.196 0.719
H -5.509246 -10.327271 -0.779145 0.220 0.985 -0.606
H -4.969257 -11.808574 -0.952945 0.618 -0.607 -0.352
H -6.534568 -11.885790 -2.720733 0.419 0.110 0.498
H -6.091333 -11.262751 -4.235720 0.318 0.360 -0.165
H -7.125634 -9.866837 -1.810605 -0.643 0.595 0.129
H -8.105838 -9.805288 -3.273901 0.244 -0.871 -0.192
H -7.012445 -7.601625 -2.648698 -0.062 -0.202 0.317
H -6.700788 -8.005853 -4.243787 0.428 -0.616 -0.346
H -4.909966 -8.130354 -1.748554 -0.379 -0.476 0.326
H -4.572018 -7.415701 -3.182442 0.152 -0.026 -0.476
H -3.029970 -9.463670 -2.989870 -0.290 0.373 0.209
H -4.211566 -9.503400 -4.317924 0.417 -0.452 -0.180
H -3.721161 -12.080636 -4.332110 -0.436 1.005 -0.119
H -4.453625 -12.910059 -3.019906 -0.103 0.295 0.440
H -2.939723 -11.987911 -2.776014 -0.070 -0.179 0.073
C 8.074302 -0.753504 -1.461277 -0.688 -1.148 0.381
C 7.358039 -2.142854 -1.494350 1.327 -0.739 -0.578
C 8.452912 -3.291756 -1.846096 -2.982 -0.645 0.482
N 7.719240 -4.654796 -2.211154 0.149 -0.359 -1.479
C 8.895146 -5.682924 -2.424473 -1.957 -0.733 2.221
C 8.352938 -7.129160 -2.326970 2.010 -0.252 -2.789
C 7.500665 -7.589324 -1.223980 -0.924 0.531 0.430
C 6.332797 -6.586560 -1.197015 -0.160 -0.317 0.312
C 6.761083 -5.107305 -1.063231 1.417 -1.140 -0.421
C 6.951428 -4.540572 -3.556041 0.445 0.637 0.870
H 8.505217 -0.562936 -2.444177 0.110 0.267 0.213
H 8.828066 -0.789760 -0.674753 0.323 -0.016 -0.285
H 7.415090 0.051496 -1.136444 -0.201 -0.094 -0.373
H 6.539901 -2.238293 -2.208248 0.334 0.499 -0.665
H 6.783451 -2.360809 -0.594094 0.794 -0.059 0.545
H 9.043393 -3.627290 -0.993550 0.112 0.619 0.023
H 9.082721 -3.116637 -2.718315 -0.080 0.441 0.172
H 9.506857 -5.607504 -1.525457 0.248 0.561 -0.121
H 9.485290 -5.445880 -3.309717 -0.419 0.024 -0.013
H 9.243786 -7.748014 -2.434304 0.230 -0.072 0.144
H 7.807862 -7.391597 -3.233682 -0.086 0.287 -0.328
H 7.990969 -7.767496 -0.266926 0.091 0.701 0.188
H 7.162624 -8.592402 -1.484093 -0.328 0.092 -0.098
H 5.670646 -6.934722 -0.404259 -0.168 0.821 0.303
H 5.715676 -6.646764 -2.093477 0.133 -0.350 -0.262
H 7.437670 -5.031398 -0.212010 -0.535 0.414 0.432
H 5.881098 -4.464170 -1.053072 0.427 0.210 0.139
H 7.624774 -4.055398 -4.262641 -0.074 0.018 0.060
H 6.071405 -3.919122 -3.390298 0.171 0.036 0.005
H 6.602075 -5.471155 -4.003332 0.399 -0.259 0.596
C 6.883932 0.928667 6.222378 -0.051 0.429 -0.656
F 7.211704 1.087679 4.901829 -0.201 -0.487 0.885
F 7.846539 1.481963 6.935646 0.067 -0.621 -0.020
F 5.777288 1.635511 6.428563 -0.161 -0.415 -0.228
S 6.651123 -0.979913 6.591827 1.482 -1.715 -0.280
O 6.651596 -1.657635 5.271766 -1.465 1.539 2.033
O 7.807228 -1.388415 7.408429 -2.304 1.328 -1.265
N 5.103100 -1.021341 7.434118 1.276 -1.613 -7.343
S 5.433878 -0.676134 8.827128 1.260 0.561 7.774
O 6.202664 -1.687468 9.537236 -1.410 0.642 -0.112
O 5.905840 0.676623 8.974378 -0.141 0.321 0.243
C 3.643081 -0.614288 9.676872 2.288 0.801 -1.123
F 3.015190 0.440356 9.118868 -0.542 -0.608 0.005
F 2.988263 -1.757606 9.425165 -0.424 0.362 0.338
F 3.718231 -0.361531 10.984538 -0.075 -0.682 -0.595
C -1.538866 -2.099421 1.198335 1.491 0.922 1.469
F -2.352939 -1.110190 1.611611 0.732 -1.081 -0.760
F -1.442563 -3.036739 2.129814 -0.174 -0.091 1.470
F -1.963996 -2.741854 0.165742 -1.066 0.163 -2.138
S 0.302998 -1.596765 0.923635 0.097 5.481 -1.281
O 1.015142 -2.804218 0.917062 0.782 -2.164 0.580
O 0.459047 -0.750208 -0.317941 -0.850 -2.391 3.402
N 0.657355 -0.715685 2.461970 -0.403 -6.137 -2.685
S 0.531635 0.737531 2.169253 -2.295 7.445 0.245
O 1.705293 1.506762 1.916780 1.692 -0.343 0.643
O -0.528706 1.214996 1.308806 -0.908 -1.078 0.011
C -0.151880 1.356639 3.897324 0.136 -0.380 -2.217
F -0.644447 2.619955 3.812068 0.414 -1.100 0.139
F -1.116751 0.526633 4.306207 -0.487 0.184 0.065
F 0.804589 1.305732 4.783685 0.926 0.350 1.151